No. 1
This record from OMol25 describes C21H35Cl3CoN7O3Te4 as an isolated structure. The level of theory is wB97M-V/def2-TZVPD.

Positions of all 74 atoms, in Å:
Co 0.9842 0.2980 0.8623
Te 2.5383 1.5365 2.7854
Te 2.2770 0.5548 5.2675
Te 5.8089 -1.1171 1.3011
Te 3.1910 -0.8527 1.5835
C 2.3757 -0.8567 -4.2891
N 1.8437 -1.0425 -2.9525
C 0.9657 -2.1832 -2.7974
C 1.9297 -0.0532 -2.0125
N 0.9387 0.3052 -1.2036
C -0.3933 0.2271 -1.6438
C -0.7684 0.3003 -2.9863
C -2.0817 0.1128 -3.3859
C -3.0589 -0.1518 -2.4374
C -2.7199 -0.1223 -1.0941
C -1.4173 0.1424 -0.6793
N -1.0639 0.2601 0.6846
C -1.8503 0.8129 1.5819
N -2.8473 1.6957 1.3428
C -4.0306 1.7694 2.1815
C -2.8784 2.5867 0.1917
N -1.6636 0.4830 2.9025
C -1.5602 1.5470 3.9005
C -0.9486 -0.7320 3.2430
N 3.1212 0.5588 -1.9065
C 3.2552 1.8936 -1.3455
C 4.3739 -0.0803 -2.2791
H 1.5520 -0.8522 -5.0112
H 3.0640 -1.6610 -4.5595
H 2.8994 0.0916 -4.3605
H 0.0643 -2.0888 -3.4098
H 0.6846 -2.2798 -1.7546
H 1.5074 -3.0814 -3.1043
H -0.0070 0.5051 -3.7287
H -2.3363 0.1674 -4.4362
H -4.0814 -0.3440 -2.7345
H -3.4840 -0.2759 -0.3399
H -4.0232 0.9788 2.9261
H -4.9168 1.6595 1.5511
H -4.0947 2.7366 2.6863
H -1.9160 2.6274 -0.3051
H -3.1016 3.5933 0.5500
H -3.6510 2.2816 -0.5176
H -1.9237 2.4837 3.4899
H -0.5139 1.6904 4.1848
H -2.1379 1.2960 4.7921
H -1.4151 -1.5933 2.7667
H -1.0057 -0.8594 4.3235
H 0.1168 -0.7241 2.9831
H 2.2830 2.2890 -1.0717
H 3.7377 2.5427 -2.0806
H 3.8855 1.8572 -0.4522
H 4.2277 -1.1477 -2.4196
H 5.0891 0.0560 -1.4686
H 4.7887 0.3529 -3.1941
Cl 0.4472 4.4941 2.8651
C 0.9913 4.8568 1.1936
Cl 0.5092 6.4995 0.7984
Cl 2.7689 4.7490 1.1268
C 0.3579 3.7737 0.2319
O -0.4293 4.1810 -0.6083
O 0.7637 2.6049 0.4588
C 0.6322 -4.8431 1.2810
N -0.5789 -4.1274 0.9189
C -1.8371 -4.8425 0.9889
C -0.5332 -2.8308 0.5889
O 0.4932 -2.1644 0.5281
H 0.6556 -5.8047 0.7674
H 0.6673 -5.0169 2.3584
H 1.4945 -4.2497 0.9917
H -1.8928 -5.6109 0.2157
H -2.6626 -4.1460 0.8535
H -1.9424 -5.3210 1.9640
H -1.5172 -2.3957 0.3567

Forces on atoms 1 to 6 (eV/Å):
-0.73 0.49 -1.26
0.18 0.07 0.64
-0.01 0.11 -0.09
0.00 0.14 -0.12
0.51 -0.57 0.29
-0.01 -0.03 0.01

Results
- LUMO level (alpha / beta) (eV) = -0.2 / -2.1
- multiplicity = 5
- expectation value of S² = 6.0241
- max |F| (Eh/bohr) = 0.030
- gap between HOMO and LUMO (alpha / beta) (eV) = 6.27 / 4.46
- HOMO energy (alpha / beta) (eV) = -6.50 / -6.55


No. 2
This record from OMol25 describes a 3-piece molecular cluster, C21H35Cl4F2NOS overall. The level of theory is wB97M-V/def2-TZVPD.

Positions of all 65 atoms, in Å:
C -3.3737 -0.4331 3.4082
C -3.6557 -1.9350 3.5158
S -2.4075 -2.8810 4.4210
C -0.8115 -2.3186 3.7171
C -0.4286 -3.2616 2.5561
C 0.1640 -4.5867 3.0373
N -0.4044 -5.7187 2.2652
O 0.2999 -2.6700 1.4730
C 1.3082 -1.7730 1.7546
F 0.8318 -0.4870 2.0138
C 2.3123 -2.1672 2.8416
C 3.1958 -0.9588 3.2680
C 2.6069 -0.3126 4.5082
F 2.7055 -1.1985 5.5751
C 2.1244 -1.6477 0.4050
C 1.6182 -0.4788 -0.4191
C 2.3700 0.6656 -0.4764
C 1.9110 1.7433 -1.1783
C 0.7017 1.7127 -1.8213
C 0.1658 2.9113 -2.5662
C -0.0243 0.5497 -1.7710
C 0.4185 -0.5389 -1.0720
H -4.2205 0.1332 3.0168
H -3.0526 0.0135 4.3517
H -2.5500 -0.2729 2.7058
H -3.7902 -2.3092 2.4963
H -4.6290 -2.0618 3.9912
H -0.9966 -1.3041 3.3763
H -0.0935 -2.3289 4.5348
H -1.3852 -3.5643 2.1237
H -0.0710 -4.7594 4.0890
H 1.2496 -4.6048 2.8965
H -0.2817 -5.5404 1.2701
H 0.2183 -6.5053 2.4359
H 2.9762 -2.9334 2.4403
H 1.8611 -2.5626 3.7513
H 4.1651 -1.3909 3.5281
H 3.3167 -0.2501 2.4509
H 3.1710 0.5864 4.7712
H 1.5651 -0.0390 4.3346
H 1.9725 -2.5667 -0.1618
H 3.1849 -1.5360 0.6232
H 3.3265 0.7243 0.0300
H 2.4983 2.6571 -1.2112
H 0.7086 3.1468 -3.4822
H 0.2842 3.7754 -1.9001
H -0.9093 2.8150 -2.7240
H -0.9795 0.5394 -2.2821
H -0.2145 -1.4189 -1.0607
Cl 2.6796 2.7600 -5.7068
C 2.3185 3.7956 -7.1111
C 1.4139 4.9469 -6.7520
Cl -0.2331 4.4038 -6.3415
H 1.8787 3.1711 -7.8850
H 3.2703 4.1787 -7.4764
H 1.3227 5.6219 -7.6018
H 1.8021 5.5096 -5.9063
Cl -2.6777 1.6692 -4.2410
C -4.3065 2.2548 -3.8181
C -4.2600 3.5572 -3.0613
Cl -3.5691 3.3580 -1.4304
H -4.8052 1.4772 -3.2444
H -4.8480 2.3912 -4.7533
H -5.2700 3.9440 -2.9338
H -3.6689 4.3028 -3.5883

Forces on atoms 1 to 6 (eV/Å):
0.63 0.04 -0.16
-0.16 0.85 -0.75
0.00 -0.10 0.63
-0.75 -0.27 -0.41
-0.75 -0.12 0.51
0.27 -0.45 -0.67

Results
- LUMO level (eV) = 0.6
- max |F| (Eh/bohr) = 0.051
- gap between HOMO and LUMO (eV) = 9.06
- HOMO energy (eV) = -8.42
- SMILES string = CCSC[C@H](CN)O[C@@](F)(CCCF)Cc1ccc(C)cc1.ClCCCl.ClCCCl


No. 3
This record from OMol25 describes a 4-piece molecular cluster, C21H35F3N2O7S overall. The level of theory is wB97M-V/def2-TZVPD.

Positions of all 69 atoms, in Å:
O 4.0838 -0.1260 4.9291
C 4.6463 0.9952 4.8620
C 4.1794 2.1450 3.8009
C 3.4484 3.2686 4.6997
C 4.2708 4.3727 5.3981
C 5.8512 4.5486 5.3354
F 6.4584 3.7355 6.3574
F 6.1792 5.9073 5.7043
F 6.4342 4.3175 4.0646
C 3.4639 5.4157 6.3027
C 1.9209 5.2652 6.4406
C 1.0773 4.1485 5.7331
N -0.3330 3.8391 5.7623
S -0.5216 2.4406 4.7685
N 1.0612 2.1019 4.2113
C 1.8729 3.1234 4.8335
H 5.5039 1.3287 5.5736
H 3.4342 1.6672 3.0516
H 5.0459 2.5468 3.1736
H 3.9989 6.2636 6.8615
H 1.3880 6.0092 7.1191
C 1.7195 -0.6747 2.7307
O 1.5302 -0.3346 1.3618
C 2.1732 -1.2540 0.4802
C 1.1679 -2.2198 -0.1394
O 0.6268 -3.1033 0.8413
C -0.6848 -2.7264 1.2388
H 1.0500 -0.0597 3.3303
H 1.4912 -1.7268 2.9221
H 2.7504 -0.4621 3.0255
H 2.9729 -1.7966 0.9962
H 2.6302 -0.6608 -0.3183
H 1.6880 -2.8436 -0.8745
H 0.3719 -1.6768 -0.6595
H -1.3945 -2.9522 0.4365
H -0.7416 -1.6663 1.4941
H -0.9558 -3.3112 2.1198
C -6.0457 -1.3244 -1.1551
O -5.6966 0.0409 -1.3369
C -4.8904 0.5414 -0.2708
C -3.4243 0.6307 -0.6824
O -2.8612 -0.6658 -0.8750
C -2.7431 -1.0026 -2.2515
H -6.4840 -1.6910 -2.0848
H -5.1724 -1.9372 -0.9164
H -6.7887 -1.4138 -0.3564
H -5.0091 -0.0704 0.6300
H -5.2547 1.5482 -0.0437
H -2.8604 1.1030 0.1293
H -3.3055 1.2467 -1.5795
H -1.9308 -0.4264 -2.7064
H -3.6734 -0.8211 -2.7938
H -2.5006 -2.0642 -2.3236
C 0.4479 -2.1216 -7.6582
O -0.5979 -3.0193 -8.0035
C -0.9812 -3.8525 -6.9099
C -2.2825 -3.3692 -6.2775
O -2.1053 -2.1128 -5.6244
C -2.6206 -1.0313 -6.3897
H 0.5518 -1.3930 -8.4640
H 0.2317 -1.5859 -6.7300
H 1.3892 -2.6707 -7.5566
H -0.1807 -3.9126 -6.1646
H -1.1384 -4.8564 -7.3162
H -2.5852 -4.0863 -5.5069
H -3.0836 -3.3145 -7.0215
H -3.7151 -1.0494 -6.3678
H -2.2713 -1.0647 -7.4238
H -2.2777 -0.0993 -5.9367

Forces on atoms 1 to 6 (eV/Å):
2.30 4.23 -0.08
-1.46 -1.82 -0.51
-0.84 -0.43 0.48
1.04 1.43 0.56
-4.18 -0.81 -0.11
0.07 0.90 0.82

Results
- LUMO level (eV) = -1.9
- max |F| (Eh/bohr) = 0.104
- gap between HOMO and LUMO (eV) = 7.03
- HOMO energy (eV) = -8.90
- SMILES string = O=CCc1c(C(F)(F)F)ccc2nsnc12.COCCOC.COCCOC.COCCOC


No. 4
This record from OMol25 describes an isolated molecule of C21H35NO3. The level of theory is wB97M-V/def2-TZVPD.

Positions of all 60 atoms, in Å:
C 2.6423 4.0458 0.3782
C 3.7166 2.9745 0.4972
O 3.1429 1.6676 0.5678
C 2.8108 1.0878 -0.5896
O 2.9933 1.6002 -1.6636
C 2.2394 -0.3144 -0.4014
C 3.4186 -1.2979 -0.5451
C 4.4484 -1.2237 0.5900
O 5.6725 -1.8454 0.2724
C 5.6152 -3.2479 0.1973
C 1.5110 -0.4771 0.9326
C 0.2407 0.3683 0.9684
N -0.6755 -0.0215 -0.0905
C -2.0031 0.5752 0.1038
C -2.7333 -0.1349 1.2604
C -4.0599 0.5629 1.5548
C -4.9557 0.4949 0.3226
C -5.2191 -0.9661 -0.0378
C -3.8921 -1.6637 -0.3332
C -2.9848 -1.5951 0.8920
C -3.1907 -0.9699 -1.4976
C -2.9168 0.4877 -1.1290
C -4.2446 1.1892 -0.8343
C -0.0308 0.2729 -1.3597
C 1.2264 -0.5792 -1.5212
H 3.1042 5.0288 0.3871
H 2.0983 3.9220 -0.5552
H 1.9444 3.9736 1.2095
H 4.3918 3.0186 -0.3635
H 4.2835 3.0855 1.4238
H 3.0113 -2.3099 -0.6006
H 3.9348 -1.0880 -1.4855
H 4.0333 -1.6687 1.5066
H 4.7116 -0.1839 0.7942
H 5.1676 -3.6742 1.1038
H 6.6442 -3.5912 0.1079
H 5.0474 -3.5908 -0.6742
H 2.1542 -0.1851 1.7617
H 1.2347 -1.5263 1.0517
H -0.2361 0.2261 1.9377
H 0.5098 1.4379 0.8818
H -1.8913 1.6484 0.3613
H -2.1234 -0.0998 2.1673
H -4.5480 0.0740 2.4013
H -3.8804 1.6056 1.8287
H -5.9063 1.0006 0.5276
H -5.8711 -1.0209 -0.9128
H -5.7270 -1.4664 0.7901
H -4.0819 -2.7116 -0.5924
H -2.0302 -2.0753 0.6733
H -3.4493 -2.1130 1.7344
H -2.2545 -1.4857 -1.7124
H -3.8170 -1.0092 -2.3924
H -2.4528 1.0069 -1.9731
H -4.8713 1.1625 -1.7288
H -4.0646 2.2379 -0.5843
H -0.6979 0.0288 -2.1838
H 0.2383 1.3422 -1.4401
H 1.6832 -0.3581 -2.4866
H 0.9390 -1.6314 -1.4982

Forces on atoms 1 to 6 (eV/Å):
0.13 -0.39 0.01
0.17 0.51 -0.20
-0.09 -0.07 0.31
-0.09 -0.18 -0.14
0.05 0.11 -0.07
-0.04 -0.31 -0.11

Results
- LUMO level (eV) = 0.8
- max |F| (Eh/bohr) = 0.011
- gap between HOMO and LUMO (eV) = 9.30
- HOMO energy (eV) = -8.52
- SMILES string = CCOC(=O)C1(CCOC)CCN([C@H]2[C@@H]3C[C@H]4C[C@@H](C3)C[C@@H]2C4)CC1


No. 5
This record from OMol25 describes a 6-piece molecular cluster, C21H35NO7 overall. The level of theory is wB97M-V/def2-TZVPD.

Positions of all 64 atoms, in Å:
O 2.7962 14.0101 -22.4331
N 1.8909 13.2095 -22.6234
O 1.8260 12.5193 -23.6357
C 0.7547 13.1043 -21.6243
C 0.8520 13.8515 -20.4134
C -0.2655 13.8435 -19.5599
C -1.3252 13.0159 -19.7950
C -1.4496 12.2344 -20.9649
C -0.3826 12.3345 -21.8692
H 1.7695 14.3159 -20.0834
H -0.2264 14.3853 -18.6265
H -2.1561 12.9266 -19.1108
H -2.2218 11.4798 -20.9889
H -0.3333 11.8059 -22.8097
C -4.4493 8.8900 -19.4931
C -4.5901 10.3277 -18.9747
C -5.9816 10.9660 -19.0129
O -3.6588 10.9299 -18.4206
H -5.1865 8.3195 -18.9282
H -3.5221 8.3423 -19.3244
H -4.6807 8.7730 -20.5518
H -5.9019 12.0164 -18.7327
H -6.6232 10.4881 -18.2727
H -6.3244 10.7400 -20.0226
C 1.4000 17.8736 -25.5525
C 1.2744 16.4478 -26.1146
C 1.6410 15.2738 -25.2232
O 0.8886 16.3162 -27.2577
H 2.3617 18.1086 -25.0964
H 0.7333 18.0190 -24.7026
H 1.0564 18.6116 -26.2774
H 1.3490 15.3835 -24.1788
H 2.6841 15.0114 -25.4000
H 1.1412 14.4243 -25.6886
C -0.2222 12.1224 -26.6327
C -0.0720 10.6852 -27.2158
C 1.1435 9.9229 -26.9510
O -0.9537 10.2288 -27.9371
H 0.5020 12.2468 -25.8275
H -1.1933 12.3298 -26.1832
H 0.1497 12.8331 -27.3707
H 1.1174 8.8483 -27.1318
H 1.3355 9.9431 -25.8782
H 2.0872 10.3292 -27.3149
C 1.2689 7.7312 -23.3024
C 2.2014 8.2360 -22.1404
C 1.4260 8.8492 -20.9602
O 3.3936 8.1958 -22.1649
H 0.5740 8.5110 -23.6138
H 0.6235 6.9653 -22.8723
H 1.9640 7.3739 -24.0621
H 2.0611 9.4998 -20.3590
H 1.0322 8.2362 -20.1495
H 0.6351 9.5140 -21.3077
C 3.9321 16.6493 -19.8838
C 4.2035 17.9650 -19.0719
C 4.3567 17.9075 -17.5322
O 4.5106 19.0051 -19.6841
H 4.5401 16.7856 -20.7781
H 2.8601 16.5490 -20.0539
H 4.3385 15.7288 -19.4648
H 4.0813 16.9348 -17.1246
H 3.7354 18.6116 -16.9789
H 5.3052 18.3099 -17.1768

Forces on atoms 1 to 6 (eV/Å):
-0.88 -0.54 0.56
-0.16 -0.14 -0.56
-0.29 0.13 0.85
0.17 1.35 1.75
-0.69 -0.94 -0.77
1.51 0.01 -0.09

Results
- LUMO level (eV) = -0.9
- max |F| (Eh/bohr) = 0.060
- gap between HOMO and LUMO (eV) = 8.62
- HOMO energy (eV) = -9.48
- SMILES string = O=[N+]([O-])c1ccccc1.CC(C)=O.CC(C)=O.CC(C)=O.CC(C)=O.CC(C)=O


No. 6
This record from OMol25 describes an isolated ion of composition C21H35OSi and charge +1. The level of theory is wB97M-V/def2-TZVPD.

Positions of all 58 atoms, in Å:
C -0.3599 1.8688 2.2009
C -0.2581 0.8660 1.0163
C -1.3892 1.2305 0.0286
C -2.6244 0.5531 0.1163
C -2.8944 -0.5346 1.1242
C -3.6779 0.9141 -0.7254
C -3.5964 2.0243 -1.5636
C -4.7529 2.4247 -2.4250
C -2.4176 2.7657 -1.5482
C -1.3376 2.4163 -0.7370
C -0.2248 3.4248 -0.6433
H 0.0033 1.4102 3.1266
H 0.1802 2.8083 2.0270
H -1.4141 2.1349 2.3671
H -0.5283 -0.1039 1.4567
H -3.9806 -0.6922 1.1753
H -2.4395 -1.4924 0.8309
H -2.5616 -0.2626 2.1347
H -4.6103 0.3519 -0.6667
H -4.4961 3.3012 -3.0226
H -5.0432 1.6232 -3.1126
H -5.6405 2.6649 -1.8291
H -2.3585 3.6811 -2.1384
H -0.3455 4.1475 -1.4620
H -0.2837 4.0006 0.2937
H 0.7869 3.0082 -0.7290
C -1.1628 -3.4320 -1.4850
Si 0.1179 -3.1447 -0.1861
C -0.3578 -3.3195 1.6003
C 1.5771 -4.2541 -0.5218
O 0.3403 -1.4426 -0.3642
C 1.3709 -0.6885 -0.0937
C 1.0928 0.6784 0.4472
C 2.2301 0.9634 1.4477
C 3.4806 1.5686 0.7962
C 4.4496 0.5486 0.2126
C 3.8054 -0.3658 -0.8232
C 2.7125 -1.2829 -0.2379
H -1.6516 -4.4004 -1.3082
H -1.9240 -2.6415 -1.5013
H -0.6791 -3.4659 -2.4720
H -0.5876 -4.3794 1.7848
H 0.4768 -3.0312 2.2564
H -1.2329 -2.7221 1.8795
H 1.2271 -5.2772 -0.3152
H 1.8967 -4.2192 -1.5712
H 2.4415 -4.0661 0.1280
H 1.2540 1.2661 -0.4761
H 1.9048 1.6714 2.2192
H 2.4702 0.0340 1.9845
H 3.1689 2.2725 0.0066
H 4.0043 2.1670 1.5609
H 5.2751 1.0923 -0.2636
H 4.8972 -0.0503 1.0204
H 3.3904 0.2160 -1.6543
H 4.5820 -1.0184 -1.2419
H 3.0441 -1.6388 0.7664
H 2.6502 -2.1727 -0.8904

Forces on atoms 1 to 6 (eV/Å):
-0.06 0.03 0.12
-2.72 0.21 0.70
-0.16 0.38 0.29
0.20 -0.01 -0.47
-0.25 -0.23 -0.05
0.15 0.29 0.22

Results
- LUMO level (eV) = -4.2
- max |F| (Eh/bohr) = 0.058
- gap between HOMO and LUMO (eV) = 6.94
- total charge = +1
- HOMO energy (eV) = -11.15